Computed, not measured: 11 unconnected molecules or ions with the total composition C36H81NO28S7, with ωB97M-V/def2-TZVPD.

Geometry as ORCA input:
```
! RIJCOSX wB97M-V def2-TZVPD def2/J DEFGRID3
* xyz 0 1
H -24.63400 -3.20420 6.62543
C -31.49376 -4.96828 8.15709
C -24.16095 0.35254 3.75948
H -23.56307 -0.47533 3.43265
H -22.89688 -3.36270 0.60327
H -27.12269 -3.23486 2.67599
C -27.53737 2.33906 8.03771
O -19.62148 -2.53336 1.68767
C -27.06185 -6.45859 8.85979
H -27.48161 -6.73018 7.94043
C -26.95506 -7.57349 9.90708
H -20.34216 -4.56220 5.19665
S -29.31594 -3.53119 3.21258
H -28.80861 2.42458 4.58041
H -24.99562 -3.36096 8.37877
H -17.65697 -2.64965 4.35176
S -20.71264 -3.61275 1.41504
S -26.75907 3.85571 7.42826
O -26.43373 -0.78758 6.02478
H -23.28836 -7.18031 3.85094
O -23.77977 -4.83205 1.69235
C -19.31712 -2.11880 3.00776
O -27.62105 4.98410 7.63175
H -27.80715 0.80065 -0.74858
H -24.98165 -2.15897 12.99727
H -26.05893 0.57360 -0.45491
O -24.47881 3.49055 2.92911
H -24.30889 1.00057 2.88183
C -27.65708 -3.07463 3.58374
C -24.87880 4.73500 3.42901
C -27.62639 -1.42646 10.69199
H -28.37286 -5.22430 4.97834
H -25.02416 -5.03389 4.48222
C -22.06599 -3.30802 8.91975
H -24.31152 2.48187 8.92314
H -28.41458 -0.75655 10.72391
H -23.96525 -0.60722 12.89600
H -21.48602 -1.66954 10.07877
O -20.99348 -2.83442 8.09401
C -29.50944 -7.04577 4.62104
H -27.80781 -2.05860 9.80472
O -25.78572 -0.42304 12.15595
H -27.75769 1.04903 4.00440
H -26.42416 0.18548 1.78095
C -28.86836 -2.35655 7.34538
O -29.60440 -3.41888 9.38949
H -32.37363 -4.45092 8.48149
H -22.23814 4.11484 8.84473
C -25.29305 -3.63848 7.36019
O -24.58529 2.31831 1.08587
O -25.56575 4.02886 8.47722
H -29.03422 -7.65685 5.37016
C -25.50924 -0.62711 14.44846
H -24.15320 5.07131 4.16771
O -26.20266 3.58808 6.12938
O -30.19101 -3.22322 4.32266
H -25.58488 6.58641 2.21507
S -25.98249 -0.78023 10.65273
H -27.83742 2.36719 9.12998
H -27.64055 -5.64571 9.36298
C -25.51136 4.60638 1.17537
H -24.06260 3.23241 7.26808
C -28.01310 2.08248 3.87927
H -27.66513 -6.30720 3.70936
C -21.72772 -2.74029 10.24620
O -25.70457 -6.03444 8.63982
H -17.90759 -3.84010 3.07385
O -23.76636 -5.72917 7.38960
C -24.22825 3.46505 8.32929
H -22.20509 -1.85493 1.39960
H -24.26359 -6.73215 1.15607
O -20.17741 -4.45835 0.36395
C -17.93321 -2.72150 3.30920
H -27.94052 -7.70855 10.37971
H -26.45221 -1.08296 14.68194
S -20.96114 -2.94235 6.60402
O -21.03156 -4.22015 2.67082
H -26.20540 -7.34922 10.70624
C -23.67808 -6.22600 1.92758
H -31.03782 -5.31199 9.04347
H -22.67539 -6.51547 1.70146
S -25.17671 -5.42804 7.29886
O -22.21696 -2.50567 6.04473
H -24.57744 0.89561 7.07083
C -20.77166 -4.60815 6.23180
H -27.56762 -2.06251 11.55666
O -24.95304 -1.81071 10.31532
H -28.22026 -0.17209 1.56202
H -27.21213 2.79946 3.90976
H -27.20626 -0.81031 -0.63155
N -30.54974 -4.11112 7.45514
C -24.93604 -1.03495 13.07717
H -25.56737 0.41937 14.51480
H -20.10670 -5.01737 6.94870
H -23.98472 5.95770 1.79112
C -27.31836 0.30358 1.20359
C -24.02400 -6.51390 3.36637
H -21.74349 -5.09094 6.32838
C -29.69018 -3.32699 8.15948
H -23.48091 4.41669 10.11186
C -24.04605 -5.13483 3.97740
H -23.48841 5.48366 8.71612
H -29.85752 -7.68960 3.78559
C -27.05107 0.20360 -0.30170
O -25.39481 -0.21928 4.20007
C -24.33423 0.45155 6.13421
O -29.27112 -5.08602 3.12480
H -28.44895 2.07691 7.50226
H -24.25957 2.21126 4.87906
H -24.79452 -0.99394 15.20702
H -20.82750 -3.21850 10.56455
H -21.66204 -2.30049 -0.19599
H -23.59949 -0.39771 6.23773
H -26.30344 -3.42108 7.20177
H -30.46824 -6.57178 4.94009
H -25.83572 4.63320 3.99261
H -26.83217 1.55057 7.97449
H -27.88285 -1.97326 7.72547
C -24.99914 5.66138 2.15973
H -23.21822 -4.95275 4.68861
H -28.63977 -2.64766 6.36140
H -23.02982 -2.97219 8.48272
O -19.73487 -2.30984 6.21421
C -23.74896 1.22632 4.95316
S -28.70799 2.32148 2.33623
H -22.02070 -4.40463 8.83540
O -24.35932 -2.99144 2.90616
C -28.60088 -5.90609 4.11172
O -26.02520 0.50855 10.00683
H -26.57333 -8.49570 9.40195
H -19.32748 -1.02494 3.00436
O -29.87021 1.47296 2.21075
O -27.60613 1.80596 1.31795
H -17.17556 -2.29435 2.66365
H -25.31963 4.77250 0.11207
C -24.00875 -4.15485 2.85646
H -22.69588 1.41454 5.00071
O -25.98241 -6.03484 6.24392
O -29.66115 -3.06568 1.91422
C -23.28154 4.44884 9.04555
C -25.52372 -0.20039 5.49383
H -20.09272 -2.50664 3.78602
H -31.70318 -5.87583 7.60401
C -24.81190 3.36781 1.62346
H -22.41301 -2.87048 11.05535
C -22.01146 -2.70660 0.74162
H -30.71919 -3.97278 6.48470
H -27.24706 -3.53415 4.45510
O -28.84194 3.74549 2.08672
H -26.60989 4.33933 1.32832
H -27.68257 -2.00736 3.78224
H -24.94367 -7.07503 3.49788
H -29.33618 -1.39478 7.25738
*
```

**Gap between HOMO and LUMO**: 0.371 hartree
**LUMO level**: 0.036 eV
**E_tot**: -6369.0057 Eh
**SMILES string**: CCOS(C)(=O)=O.CCOS(C)(=O)=O.CCOS(C)(=O)=O.CCOS(C)(=O)=O.CCOS(C)(=O)=O.CCOS(C)(=O)=O.CCOS(C)(=O)=O.O=C1CCCO1.O=C1CCCO1.O=C1CCCO1.CNC(C)=O

Mulliken population analysis, charges in e, atoms 1 to 4: atom 1 (H): 0.047, atom 2 (C): -1.131, atom 3 (C): 0.192, atom 4 (H): -0.398